Here is one molecule with the formula C2H6N4S from the Open Molecules 2025 dataset. Energies are from wB97M-V/def2-TZVPD.

Geometry as XYZ:
```
13
Properties=species:S:1:pos:R:3:lowdin_charge:R:1
C -0.6767 -0.5087 -0.0531 -0.48
C 0.1333 0.7782 -0.1226 -0.49
H -2.4192 -1.2030 0.7123 0.08
H -1.7267 -0.0589 1.8008 0.11
H 0.2733 -1.4892 -1.4520 0.05
H -1.3408 1.9901 -0.1030 0.04
H 1.9505 1.6396 -0.4701 0.12
H 2.5418 -1.3235 -0.4757 -0.15
N -1.7202 -0.5134 0.8756 0.11
N -0.5534 -1.5022 -0.8333 0.12
N -0.3319 1.9827 -0.0313 0.13
N 1.4894 0.6698 -0.3842 -0.40
S 2.3806 -0.4616 0.5366 0.75
```

Output
- Electronic energy: -696.9918 Eh
- LUMO energy: 0.782 eV
- Largest force on an atom: 0.0464 Eh/bohr
- Spin multiplicity: 1
- Gap between HOMO and LUMO: 10.16 eV
- Structure (SMILES): [H]/N=C(N)\C(=N/[H])NS
- ΔE to the lowest compared entry with this formula, charge and spin: 0.933 eV
- Net charge: 0